# 1
Entry from the Open Molecules 2025 dataset: an isolated molecule of C20H24N2O2 (ωB97M-V with the def2-TZVPD basis set).

## Properties
* HOMO-LUMO gap: 8.4 eV
* E_LUMO: 0.17 eV
* relative energy (zero: lowest compared OMol25 entry of this formula, charge and spin): 71.8 kcal per mole
* highest occupied orbital energy: -8.241 eV

The geometry in XYZ format:
```
48
C20H24N2O2 (ωB97M-V with the def2-TZVPD basis set)
O 1.498 0.602 0.387
O -1.180 0.047 -1.030
N 3.636 -0.388 -0.940
N -1.687 0.807 0.001
C -4.549 -0.832 1.427
C -3.511 -0.857 0.471
C -5.319 -2.938 0.626
C -3.384 -1.922 -0.401
C -5.454 -1.872 1.506
C 4.983 -0.055 -1.403
C 0.032 0.586 -1.511
C 5.952 -0.759 -0.447
C -2.711 0.365 0.618
C -2.971 2.337 2.263
C -5.190 0.904 3.239
C 2.500 0.053 -1.728
C 5.192 1.459 -1.300
C -3.325 1.122 1.711
C -4.433 0.401 2.197
C -4.300 -2.963 -0.312
C 5.254 -0.527 -2.840
C -3.738 2.833 3.308
C -4.831 2.127 3.788
C 1.254 -0.049 -0.833
H -6.041 0.360 3.620
H -4.216 -3.804 -0.986
H 4.610 -0.007 -3.546
H 0.048 0.373 -2.583
H -6.018 -3.760 0.674
H -6.251 -1.860 2.234
H 2.340 -0.528 -2.650
H 5.076 -1.597 -2.930
H 6.288 -0.327 -3.111
H 2.645 1.101 -1.995
H -3.480 3.782 3.756
H 5.845 -1.839 -0.517
H 3.570 -1.392 -0.793
H -2.592 -1.941 -1.133
H -5.412 2.535 4.603
H 4.626 1.991 -2.059
H 0.049 1.665 -1.334
H 4.877 1.810 -0.320
H 6.979 -0.500 -0.687
H -2.116 2.875 1.885
H 6.243 1.697 -1.436
H 1.028 -1.114 -0.647
H 2.439 0.460 0.580
H 5.746 -0.458 0.578
```

# 2
Entry from the Open Molecules 2025 dataset: a 14-piece molecular cluster, C56H154N14O14 overall (ωB97M-V with the def2-TZVPD basis set).

## Properties
* HOMO-LUMO gap: 8.9 eV
* E_LUMO: 0.42 eV
* relative energy (zero: lowest compared OMol25 entry of this formula, charge and spin): 228.2 kcal per mole
* highest occupied orbital energy: -8.508 eV

The geometry in XYZ format:
```
238
C56H154N14O14 (ωB97M-V with the def2-TZVPD basis set)
O 2.493 0.423 -5.412
O -0.222 7.315 2.275
O -1.808 -4.352 0.404
O 8.326 -1.164 1.039
O -3.887 4.011 -3.945
O 5.169 3.745 6.084
O -5.136 -0.250 3.614
O -0.939 -0.207 0.075
O 4.256 4.774 -3.079
O -0.882 -3.395 -3.896
O -6.692 -3.590 -2.002
O -1.822 0.767 5.778
O -3.071 -3.512 4.553
O 2.404 -4.608 0.571
N 3.862 1.393 5.197
N 0.842 -5.313 -6.651
N -3.405 -4.039 7.462
N -6.975 1.615 0.719
N 1.633 -0.976 1.284
N -4.694 -4.948 0.361
N 0.355 2.662 -7.584
N 6.359 -2.025 -1.243
N 3.012 -2.694 -0.971
N -7.092 0.178 -2.284
N 6.751 5.941 -5.816
N -2.619 0.884 -2.525
N 1.288 2.669 4.964
N 1.573 5.223 -0.053
C 0.702 5.552 0.998
C -8.060 -0.117 1.886
C 2.817 -5.324 1.735
C 1.031 0.375 4.828
C 4.928 4.956 -4.376
C -2.832 -3.068 3.194
C 0.117 8.283 3.335
C 6.674 -0.665 -0.784
C 6.108 6.008 -4.525
C 1.007 4.624 2.177
C 1.082 0.393 1.288
C -6.930 0.898 1.957
C -0.730 1.729 6.042
C -5.480 0.335 2.311
C 0.370 -6.100 -4.478
C -3.687 -5.965 0.619
C -4.268 -7.304 0.064
C -7.463 -4.578 -1.396
C -3.756 4.622 -5.233
C -0.463 -4.165 -0.082
C 5.372 0.176 -1.058
C -3.046 2.243 -2.547
C 3.637 -3.997 -2.928
C -2.278 -0.685 0.228
C 2.070 1.542 -6.221
C -5.110 -1.149 -1.622
C -3.315 2.762 -3.970
C 0.913 7.054 1.338
C 4.864 3.518 4.693
C 7.003 -0.670 0.790
C -0.421 0.313 1.277
C 0.239 -3.564 -4.875
C 1.639 -0.065 -4.330
C -5.794 -1.454 3.927
C 2.844 -5.144 -0.698
C -2.700 -1.706 7.964
C 4.451 1.761 2.867
C -3.410 -2.660 6.924
C 0.177 0.257 -7.429
C 3.688 3.498 -2.847
C 2.721 -3.903 -1.671
C 0.268 1.688 4.808
C -6.440 -1.173 -2.389
C 8.998 -0.865 2.309
C 5.562 7.463 -4.504
C -0.652 -2.418 -3.010
C -2.736 1.242 4.834
C 6.430 3.232 6.675
C 4.827 2.033 4.355
C -7.338 -2.328 -1.827
C 0.595 1.514 -6.722
C -1.864 2.968 -1.916
C -2.337 -5.608 -0.001
C 0.070 -5.030 -5.457
C -2.701 -2.555 5.519
C 1.611 1.057 -0.050
H -2.538 -1.343 -0.600
H 1.853 7.122 1.887
H 1.798 0.327 4.055
H 3.492 2.223 2.632
H 0.460 3.491 -7.016
H 0.796 3.566 2.018
H -0.088 -3.144 -0.155
H 1.160 -3.511 -4.294
H 7.190 5.040 -5.942
H -5.275 -7.513 0.426
H 1.034 8.102 3.896
H -1.018 -1.583 -3.607
H 3.316 -4.811 -3.577
H -0.708 8.293 4.048
H 0.359 -2.788 -5.631
H -7.208 1.617 2.728
H -1.598 -6.375 0.232
H 0.797 -4.373 -7.017
H -2.109 4.029 -1.891
H 7.251 -2.497 -1.261
H -8.955 0.337 1.461
H 0.159 -0.547 -6.694
H -0.016 1.731 -5.846
H 0.373 -2.298 -2.658
H -4.421 -7.464 -1.003
H 4.949 7.540 -3.606
H 0.159 -4.583 0.710
H 0.445 4.936 3.057
H -8.365 -2.374 -2.190
H -6.369 -1.402 -3.453
H 3.807 -5.613 -0.497
H -1.629 -1.910 7.951
H 1.157 5.328 -0.968
H 1.813 -5.330 -6.374
H -3.008 -1.568 5.176
H -6.508 2.496 0.878
H -4.483 -2.472 6.908
H 2.643 -0.960 1.275
H -7.470 -2.119 -0.765
H -1.614 -2.498 5.567
H 0.082 9.323 3.010
H -5.053 -1.888 -0.822
H -3.527 -4.713 6.719
H -7.909 -0.923 1.168
H -3.774 -8.162 0.520
H 5.815 1.600 4.512
H 2.400 -0.577 -3.740
H -0.188 -4.681 -1.002
H -0.938 -5.128 -5.862
H 1.682 2.386 5.850
H 3.854 3.925 4.748
H 2.220 -5.973 -1.031
H 2.580 -2.841 -0.070
H -4.820 -0.142 -1.322
H -2.904 0.205 0.164
H -2.563 0.905 3.812
H -3.620 -6.105 1.698
H 8.440 -0.587 3.204
H -3.960 2.001 -4.410
H 6.283 -1.348 1.247
H 7.538 6.573 -5.817
H 1.880 4.278 0.130
H -2.535 0.672 -1.541
H -3.895 5.693 -5.084
H 2.696 1.160 -0.039
H 4.382 2.668 -2.976
H -3.904 2.507 -1.929
H 4.124 5.003 -5.111
H 5.252 2.236 2.300
H 4.901 0.083 -2.037
H -0.251 5.523 0.468
H -0.538 2.723 -8.051
H 2.985 1.799 4.904
H -8.487 -4.577 -1.770
H -3.242 -3.820 2.520
H -3.168 -2.086 2.862
H -5.237 -0.375 1.520
H 2.254 -5.101 2.641
H -0.379 1.914 3.961
H 3.475 -3.082 -3.498
H 0.947 -0.770 -4.791
H -4.858 -4.968 -0.636
H -0.814 -0.050 2.227
H -0.814 1.326 1.366
H -2.840 4.512 -5.813
H -0.859 0.280 -7.767
H -6.911 -5.500 -1.579
H -3.047 -1.624 8.994
H -0.297 -5.859 -3.651
H 4.713 -4.125 -2.812
H -6.816 -1.206 4.214
H -4.294 -1.514 -2.246
H 1.348 0.480 -0.937
H 6.978 0.348 1.179
H 1.282 0.897 2.234
H 1.399 -5.989 -4.134
H 5.492 4.051 -4.600
H -4.048 -4.175 8.228
H 3.827 0.405 4.990
H -6.393 0.760 -2.722
H 6.000 -2.044 -2.187
H 3.319 3.474 -1.822
H -1.693 2.575 -0.913
H 2.792 -6.410 1.640
H -6.957 0.419 -1.313
H -7.930 1.761 0.425
H -3.024 2.293 4.845
H 1.671 -3.884 -1.964
H -4.167 -4.090 0.438
H 7.606 -0.255 -1.173
H -5.856 -2.100 3.052
H -7.552 -4.487 -0.314
H -0.869 2.935 -2.361
H -3.678 0.745 5.066
H -2.748 -0.687 7.581
H -8.271 -0.585 2.848
H 4.526 -0.166 -0.461
H 1.299 2.088 -0.221
H -2.388 2.660 -4.534
H 0.227 -7.086 -4.920
H 9.625 0.025 2.250
H -1.714 0.810 -2.967
H 3.988 -2.768 -0.722
H 2.811 3.448 -3.493
H 4.977 7.691 -5.395
H 3.786 -4.917 2.023
H 6.379 2.221 7.082
H 0.378 -0.495 4.760
H 0.928 3.559 5.279
H 2.086 4.631 2.325
H -1.418 -2.352 -2.238
H -2.341 -5.541 -1.089
H -4.834 1.199 2.155
H 5.547 1.233 -0.855
H 6.777 3.949 7.420
H 4.412 0.719 2.553
H -5.391 -1.957 4.806
H 6.824 5.909 -3.710
H -1.765 -3.000 2.980
H 2.202 2.422 -5.591
H 5.469 4.093 3.993
H -4.598 4.332 -5.861
H 1.169 0.758 -3.793
H 7.124 3.295 5.838
H -1.099 2.745 6.184
H 6.445 8.070 -4.305
H 1.470 0.203 5.810
H -0.182 1.508 6.958
H 0.929 0.018 -8.181
H -2.553 -1.067 1.211
H 9.655 -1.672 2.632
H 1.244 -1.379 0.443
H 2.801 1.658 -7.021
H 0.905 7.688 0.452
```